(1)
Entry from OMol25: C24H20BF4IrN2O2PS as an isolated structure in a non-equilibrium geometry (wB97M-V/def2-TZVPD).

Last column: Löwdin charge in e.
Positions of all 56 atoms, in Å:
Ir -0.29076 -2.12969 15.44143  1.308
O -1.84575 -4.15730 16.95131  -0.096
N -1.92535 -2.79657 16.73485  -0.199
C -2.79345 -2.15355 17.43962  -0.056
C -3.11087 -0.75829 17.22846  -0.245
C -4.44488 -0.48072 17.35515  -0.001
C -4.88766 0.83591 17.15403  -0.008
C -3.97713 1.86618 17.06569  -0.026
C -2.62547 1.59555 16.95470  -0.026
C -2.17625 0.26167 16.99415  -0.270
P -0.43371 -0.07717 16.71673  1.000
C 0.39473 1.33815 15.97953  -0.344
C 0.76155 1.21074 14.61553  -0.080
C 1.44083 2.25631 13.98435  -0.040
C 1.58152 3.46577 14.63065  -0.037
C 1.08596 3.62089 15.92408  -0.060
C 0.56156 2.57369 16.64771  -0.084
C 0.35778 -0.61810 18.24340  -0.345
C -0.30257 -1.19650 19.31498  -0.087
C 0.36210 -1.77889 20.40507  -0.028
C 1.76949 -1.88787 20.36131  -0.024
C 2.42617 -1.36113 19.24769  -0.065
C 1.75597 -0.70669 18.25914  -0.103
H -2.56672 -4.55432 16.39146  0.115
H -3.44674 -2.76718 18.13583  0.189
H -5.20165 -1.21063 17.69015  0.145
H -5.92174 1.11729 17.29843  0.127
H -4.26095 2.88518 17.10889  0.117
H -1.85816 2.36730 16.82517  0.104
H 0.56118 0.35072 14.09226  0.046
H 1.74471 2.07178 12.98654  0.107
H 2.11552 4.34680 14.26832  0.127
H 1.14109 4.58862 16.43861  0.127
H 0.36731 2.66187 17.69398  0.115
H -1.39977 -1.23348 19.40002  0.110
H -0.22074 -2.20859 21.24821  0.130
H 2.34876 -2.38539 21.09533  0.107
H 3.47789 -1.45572 19.33546  0.107
H 2.31954 -0.30320 17.46604  0.090
O 1.79531 -1.48119 15.28268  -0.318
N 2.77617 -2.41694 15.03974  -0.132
C 3.97551 -1.93254 14.61254  0.053
C 5.05345 -2.75586 14.51027  0.021
C 4.94688 -4.07942 14.85499  0.004
C 3.72855 -4.53768 15.30863  -0.022
C 2.63454 -3.68341 15.50194  -0.611
S 1.15367 -4.21461 16.13816  0.942
H 4.04396 -0.92158 14.30192  0.150
H 5.95942 -2.40260 14.03724  0.145
H 5.75872 -4.75165 14.90238  0.127
H 3.63867 -5.60292 15.64328  0.150
F -3.84371 -4.37381 14.94314  0.286
B -4.48469 -3.68544 14.05733  -0.825
F -4.62236 -4.21936 12.86925  0.310
F -4.83692 -2.43927 14.40086  0.254
F -0.86964 -1.97731 13.62519  -0.483

Summary:
- E_HOMO (alpha / beta) (eV) = -13.25 / -14.76
- E (Eh) = -2454.129319
- ΔE to the lowest compared entry with this formula, charge and spin (kJ/mol) = 0.0
- total charge = +2
- multiplicity = 6

(2)
Entry from OMol25: C24H33Cl2CuN4O3S as an isolated structure in a non-equilibrium geometry (wB97M-V/def2-TZVPD).

Last column: Löwdin charge in e.
Positions of all 68 atoms, in Å:
O -1.01823 -3.19186 -0.27973  0.051
C -0.78468 -3.20373 -1.47889  -0.207
C 0.51932 -3.46936 -2.12158  -0.182
C 1.72646 -3.27984 -1.42505  -0.025
H 1.76943 -2.59749 -0.57709  0.037
C 2.87139 -3.95560 -1.84147  -0.065
H 3.77084 -3.90790 -1.22338  0.108
C 2.85305 -4.69372 -3.03463  -0.088
H 3.73028 -5.27199 -3.32669  0.096
C 1.71056 -4.67032 -3.85135  -0.096
H 1.72903 -5.14082 -4.83506  0.096
C 0.54355 -4.06441 -3.39432  -0.048
H -0.37395 -4.07542 -3.98144  0.107
H -1.61417 -3.04952 -2.21502  0.121
C -0.78951 1.25904 -3.55981  -0.119
C 0.56291 1.36732 -2.99807  -0.285
H -0.83936 1.01115 -4.62945  0.072
H -1.33847 2.18527 -3.35663  0.070
H -1.31122 0.48701 -2.96521  0.064
C 1.79912 0.96836 -3.29810  -0.227
C 2.84058 1.58148 -4.20223  -0.103
H 2.16302 0.10312 -2.72612  0.050
H 3.25281 0.81204 -4.86262  0.058
H 3.68435 1.96621 -3.61262  0.072
H 2.43333 2.40395 -4.80494  0.069
Cu 0.62295 1.57998 -1.11835  -0.305
Cl 1.75070 -0.01835 -0.11158  0.102
Cl 0.92713 3.73594 -0.74823  -0.028
C 1.23341 2.87865 2.25216  -0.363
O 0.16179 2.52887 2.75941  -0.046
N 1.80990 4.07438 2.47231  -0.207
C 1.12270 5.07877 3.25377  -0.058
C 3.08780 4.46743 1.91183  -0.088
H 1.77256 2.22551 1.54433  0.066
H 0.08765 4.77152 3.38948  0.079
H 1.16973 6.04280 2.73747  0.084
H 1.59672 5.20783 4.23394  0.083
H 3.42295 3.70211 1.21129  0.080
H 3.83249 4.59758 2.70853  0.080
H 2.98128 5.42218 1.38466  0.079
H -4.53550 2.73336 0.31844  0.087
H -5.29754 0.20423 0.81917  0.086
C -4.08319 2.29411 -0.57968  -0.042
C -4.73431 -0.04179 -0.09524  -0.055
N -3.66755 0.92547 -0.31601  -0.185
H -3.20841 2.87448 -0.87748  0.091
C -2.35658 0.62312 -0.30325  -0.291
O -1.48023 1.46770 -0.58600  -0.091
H -4.31578 -1.05068 -0.00814  0.091
H -2.08199 -0.40708 -0.02358  0.126
H -4.83848 2.30276 -1.37292  0.083
H -5.44088 -0.00700 -0.93884  0.082
N -2.32913 1.30848 2.67867  0.093
C -1.80507 0.08399 2.91371  -0.688
N -1.00315 -0.52854 2.08049  0.109
C -0.46787 -1.66731 2.61294  -0.304
C 0.55908 -2.43519 2.05782  -0.055
C 0.97068 -3.60246 2.68076  -0.088
C 0.41473 -3.97463 3.91554  -0.113
C -0.56385 -3.17916 4.52910  -0.120
C -0.99781 -2.02802 3.88197  -0.472
S -2.18159 -0.82622 4.37487  1.021
H -2.85512 1.69471 3.45676  0.089
H -1.64802 1.95618 2.26239  0.083
H 1.00991 -2.04534 1.15182  0.003
H 1.72478 -4.22358 2.19718  0.098
H 0.74978 -4.88961 4.40189  0.087
H -1.00709 -3.43011 5.48807  0.092

Summary:
- E_HOMO (alpha / beta) (eV) = -3.31 / -3.82
- E (Eh) = -4338.168440
- ΔE to the lowest compared entry with this formula, charge and spin (kJ/mol) = 131.7
- total charge = -1
- multiplicity = 2

(3)
Entry from OMol25: a 2-piece molecular cluster, C5H13NO overall in a non-equilibrium geometry (wB97M-V/def2-TZVPD).

Last column: Löwdin charge in e.
Positions of all 20 atoms, in Å:
C -1.11433 0.58061 -1.78057  -0.251
N -0.82015 1.13772 -0.45025  -0.151
C -0.78524 0.06846 0.51925  -0.311
C -0.02970 0.54369 1.77971  -0.213
C 1.46360 0.37483 1.60598  -0.228
C 2.29561 0.45556 2.62339  -0.047
H -0.19847 0.13173 -2.15959  0.014
H -1.94606 -0.12570 -1.74422  0.055
H -1.33858 1.32871 -2.53907  0.052
H -1.18398 2.07012 -0.44498  0.089
H -1.84440 -0.05233 0.79484  0.102
H -0.31150 -0.83316 0.13259  0.081
H -0.60415 1.42069 2.06906  0.104
H -0.20944 -0.17016 2.59614  0.100
H 1.78180 0.02542 0.62962  0.066
H 1.92949 0.54625 3.63870  0.049
H 3.36129 0.41715 2.42640  0.039
H 0.12466 -2.56775 -2.52726  -0.095
H -0.00465 -2.57408 -3.97211  -0.070
O -0.56580 -2.77777 -3.19761  -0.385

Summary:
- E_HOMO (alpha / beta) (eV) = 1.08 / -5.06
- E (Eh) = -328.177368
- ΔE to the lowest compared entry with this formula, charge and spin (kJ/mol) = 250.8
- total charge = -1
- multiplicity = 2

(4)
Entry from OMol25: C14H14F9O6RuTe as an isolated structure in a non-equilibrium geometry (wB97M-V/def2-TZVPD).

Last column: Löwdin charge in e.
Positions of all 45 atoms, in Å:
Ru -0.07925 -0.08835 -0.34781  1.334
O -3.28918 1.39516 -0.01943  0.013
C -2.22055 1.35349 0.55561  -0.645
O -1.06443 1.73041 0.01590  -0.210
C -2.15686 0.79381 1.97401  -0.085
C -0.77683 1.06287 2.57816  -0.245
C -0.76380 0.77079 4.07869  -0.082
C -0.77695 -0.78357 4.09519  -0.084
C -0.81138 -1.09973 2.60015  -0.247
O -0.00362 -0.03853 2.03827  -0.124
C -2.19600 -0.79173 2.01866  -0.088
C -2.35930 -1.41145 0.64052  -0.634
O -3.45318 -1.53615 0.14760  0.056
O -1.21896 -1.77473 0.02665  -0.242
H -2.97050 1.24127 2.53869  0.162
H -0.33970 2.00250 2.27361  0.158
H -1.61626 1.21864 4.58896  0.119
H 0.15034 1.15895 4.52346  0.116
H -1.63236 -1.20605 4.62161  0.118
H 0.13479 -1.18018 4.53695  0.116
H -0.40956 -2.05961 2.30776  0.159
H -3.00220 -1.16937 2.64002  0.160
F 3.46988 1.40546 -2.74664  0.193
C 2.43471 1.02794 -2.00858  -0.546
F 1.49759 0.53008 -2.86306  0.092
F 1.88008 2.10598 -1.45707  0.169
C 2.78038 -0.02734 -0.88991  -0.309
O 1.91879 0.01288 0.16573  -0.194
C 4.22497 0.26662 -0.39765  -0.559
F 4.44707 -0.32538 0.76965  0.187
F 5.14622 -0.16848 -1.27083  0.170
F 4.39827 1.58417 -0.23381  0.177
C 2.70215 -1.44628 -1.52179  -0.536
F 3.30545 -2.35199 -0.76347  0.199
F 3.19629 -1.52997 -2.75542  0.185
F 1.37882 -1.79783 -1.58995  0.087
C -1.12856 -1.39642 -3.58691  -0.388
Te -2.19228 -0.08354 -2.28600  1.600
C -1.50935 1.65409 -3.28646  -0.374
H -1.53701 -1.32488 -4.59324  0.010
H -1.26961 -2.40371 -3.20033  0.013
H -0.07313 -1.14509 -3.59106  -0.018
H -0.45306 1.55011 -3.51012  -0.008
H -1.67853 2.49072 -2.61363  0.011
H -2.08343 1.78440 -4.20268  0.011

Summary:
- E_HOMO (alpha / beta) (eV) = -9.18 / -9.23
- E (Eh) = -2254.995873
- ΔE to the lowest compared entry with this formula, charge and spin (kJ/mol) = 150.7
- total charge = 0
- multiplicity = 2

(5)
Entry from OMol25: one molecule with the formula C4H12N2S in a non-equilibrium geometry (wB97M-V/def2-TZVPD).

Last column: Löwdin charge in e.
Positions of all 19 atoms, in Å:
C 1.52977 0.13513 0.19199  -0.255
N 0.52614 1.19628 0.26036  -0.087
C -0.39241 1.86749 -0.79512  -0.275
N -1.70374 2.12094 -0.22840  -0.028
C 1.06391 -1.24073 -0.40785  -0.252
C 0.07683 -1.92729 0.55081  -0.475
S -1.66677 -1.17071 0.69670  0.689
H 1.82441 -0.12606 1.21997  0.105
H 2.55341 0.33125 -0.24391  0.109
H -0.01873 1.38975 1.10024  0.075
H 0.11224 2.83820 -0.89054  0.092
H -0.41713 1.23521 -1.72709  0.121
H -1.79427 2.07317 0.78913  0.058
H -2.20537 1.25315 -0.44017  0.010
H 2.01957 -1.70381 -0.73975  0.111
H 0.49174 -1.12494 -1.32819  0.086
H 0.41896 -1.97852 1.56694  0.050
H -0.18392 -2.87928 0.15412  0.039
H -2.23463 -2.28922 0.27077  -0.173

Summary:
- E_HOMO (eV) = -8.19
- E (Eh) = -667.231149
- ΔE to the lowest compared entry with this formula, charge and spin (kJ/mol) = 167.3
- total charge = 0

(6)
Entry from OMol25: a 2-piece molecular cluster, C5H12OSi overall in a non-equilibrium geometry (wB97M-V/def2-TZVPD).

Last column: Löwdin charge in e.
Positions of all 19 atoms, in Å:
C -2.88389 -1.67623 0.71388  0.092
C -1.87737 -1.90351 1.34237  -0.246
C -0.83472 -2.67238 1.96341  -0.134
C -0.22786 1.79578 0.09268  -0.193
C 1.32137 0.46757 -2.35177  -0.181
O 2.44187 2.41805 -0.81528  -0.224
Si 1.41868 1.13964 -0.57233  0.463
H 1.87853 0.08932 0.27420  -0.033
H -3.81016 -1.26180 0.44470  0.011
H -0.82890 -3.75342 1.51017  0.126
H -1.06783 -2.49658 3.01131  0.071
H 0.18723 -2.17021 1.85337  0.087
H -0.88237 1.06402 0.64490  0.028
H -0.25944 2.55723 0.92698  0.050
H -0.86850 2.10264 -0.61093  -0.038
H 1.08973 -0.60678 -2.33150  0.027
H 0.61580 0.95958 -2.83345  -0.048
H 2.35696 0.63017 -2.81739  0.063
H 2.23086 3.31692 -0.44531  0.079

Summary:
- E_HOMO (eV) = -9.94
- E (Eh) = -562.373892
- ΔE to the lowest compared entry with this formula, charge and spin (kJ/mol) = 224.9
- total charge = 0

(7)
Entry from OMol25: a 2-piece molecular cluster, HN3O2S overall in a non-equilibrium geometry (wB97M-V/def2-TZVPD).

Last column: Löwdin charge in e.
Positions of all 7 atoms, in Å:
N -0.64359 -3.09575 0.58215  0.084
N -0.32336 -2.09928 0.18173  0.058
N 1.20050 1.48486 -0.36069  -0.802
O 0.54929 0.44495 0.50825  -0.085
O 1.59871 2.45048 0.25906  0.025
S 1.31588 0.98237 -1.80905  0.804
H 0.45575 -0.31900 -0.00635  -0.086

Summary:
- E_HOMO (eV) = -10.07
- E (Eh) = -713.431410
- ΔE to the lowest compared entry with this formula, charge and spin (kJ/mol) = 41.0
- total charge = 0

(8)
Entry from OMol25: a 6-piece molecular cluster, C17H42BIN5O5P overall (wB97M-V/def2-TZVPD).

Last column: Löwdin charge in e.
Positions of all 72 atoms, in Å:
C 1.69499 1.63436 0.02102  -0.285
P 0.17473 1.90248 -0.99498  0.808
C -0.53192 3.50064 -0.48312  -0.354
B -0.99065 0.56548 -0.50241  -1.024
I -2.97891 0.93530 0.13988  0.772
H 2.44202 1.09945 -0.56546  0.002
H 2.11693 2.60249 0.29032  0.046
H 1.52272 1.06215 0.92993  0.030
H 0.15113 4.31823 -0.71153  0.043
H -1.43580 3.66775 -1.06674  -0.008
H -0.80436 3.53405 0.57391  0.039
H -0.65846 -0.57095 -0.61215  -0.040
C -4.26622 5.77227 -0.39704  -0.006
C -3.93185 5.26840 -1.78338  -0.544
O -2.77744 5.15867 -2.16252  0.019
N -4.96710 4.93262 -2.59717  0.008
C -6.38429 4.99168 -2.31411  -0.079
H -3.33043 5.98736 0.10951  0.083
H -4.86886 6.68028 -0.43966  0.084
H -4.81765 5.02248 0.17175  0.083
H -4.67529 4.60301 -3.50406  0.139
H -6.84281 4.00407 -2.38826  0.083
H -6.89776 5.66128 -3.00628  0.083
H -6.54567 5.36182 -1.30645  0.070
C 6.73446 0.76858 -2.63503  -0.013
C 5.32011 0.95141 -2.12823  -0.554
O 4.96047 0.48530 -1.05539  0.014
N 4.46737 1.65657 -2.90536  0.021
C 4.67472 2.22790 -4.22389  -0.077
H 7.27915 0.18971 -1.89568  0.079
H 6.74706 0.23919 -3.58842  0.080
H 7.22761 1.73086 -2.77714  0.083
H 3.55071 1.78884 -2.50462  0.117
H 4.54545 3.31076 -4.19875  0.088
H 3.92261 1.80858 -4.88485  0.051
H 5.67312 2.00387 -4.58792  0.072
C 1.08600 -2.55105 4.39189  -0.009
C -0.40427 -2.62198 4.64196  -0.552
O -0.85936 -3.06494 5.68460  0.016
N -1.22545 -2.18036 3.65527  0.016
C -0.86460 -1.63432 2.36300  -0.091
H 1.58910 -2.94034 5.27169  0.082
H 1.36943 -3.14656 3.52314  0.086
H 1.41079 -1.52427 4.21976  0.084
H -2.20535 -2.25533 3.88037  0.141
H -1.24955 -0.61994 2.25147  0.037
H -1.27813 -2.24179 1.55583  0.087
H 0.21567 -1.61287 2.25607  0.074
C -0.31697 1.71971 -6.07871  -0.006
C 0.78690 1.23660 -5.16729  -0.543
O 1.75801 1.93303 -4.91254  0.010
N 0.66249 -0.00047 -4.62503  0.015
C -0.41397 -0.95089 -4.79920  -0.073
H -0.05607 2.71924 -6.41174  0.083
H -0.42866 1.06770 -6.94591  0.084
H -1.27105 1.75499 -5.55159  0.084
H 1.42589 -0.25492 -4.01696  0.139
H -0.89589 -1.17632 -3.84627  0.079
H -0.04896 -1.88495 -5.22940  0.084
H -1.16485 -0.54189 -5.46811  0.071
C -0.67285 -6.22797 5.37105  -0.017
C -0.10431 -7.59240 5.67800  -0.551
O 0.15272 -8.40544 4.80649  0.027
N 0.11867 -7.88694 6.99023  0.002
C -0.11665 -7.04676 8.14410  -0.082
H -0.78958 -6.14710 4.29412  0.084
H -1.64357 -6.08433 5.84611  0.089
H -0.02024 -5.43040 5.72269  0.065
H 0.49606 -8.80956 7.13835  0.136
H 0.80861 -6.86137 8.69332  0.081
H -0.83367 -7.50518 8.82815  0.081
H -0.51626 -6.08755 7.82946  0.072

Summary:
- E_HOMO (eV) = -8.38
- E (Eh) = -1986.896750
- ΔE to the lowest compared entry with this formula, charge and spin (kJ/mol) = 0.0
- total charge = 0